# 1
ORCA calculation (the ωB97M-V functional and the def2-TZVPD basis) on C33H36N4S2 as an isolated structure at a distorted geometry.

ORCA input file:
```
! RIJCOSX wB97M-V def2-TZVPD def2/J DEFGRID3
* xyz 0 1
C 2.0748 3.5984 -6.5125
N 1.0413 3.3710 -5.5294
C 0.7191 4.4990 -4.6854
C 0.3017 3.8427 -3.3785
N -0.9273 3.1078 -3.6546
C -1.5965 2.5820 -2.5344
S -0.9150 2.7719 -0.9752
S -3.0097 1.7173 -2.7937
C -0.8900 2.2031 -4.8196
C -0.2161 2.8705 -6.0187
H 2.3336 2.6336 -6.9798
H 1.7497 4.3098 -7.2914
H 2.9689 3.9973 -6.0077
H 1.6072 5.1425 -4.5624
H -0.1535 5.0424 -5.1277
H 1.1213 3.1479 -3.0803
H 0.1257 4.6218 -2.6154
H -0.2784 1.3026 -4.5719
H -1.9165 1.9053 -5.1109
H -0.8280 3.7375 -6.3612
H -0.0322 2.1571 -6.8493
C 3.1853 -3.0001 -2.5241
N 1.7172 -3.1068 -2.5214
C 1.2115 -4.4309 -2.5297
C 1.8179 -5.3805 -1.6785
C 1.3700 -6.7004 -1.6769
C 0.3863 -7.1093 -2.5848
C -0.2254 -6.1700 -3.4230
C 0.1689 -4.8283 -3.3965
C 0.9983 -2.1080 -1.8543
C -0.3597 -1.9029 -2.1626
C -1.0570 -0.8982 -1.5234
C -0.4771 -0.1704 -0.4715
C -1.2943 0.7864 0.2827
C -1.0464 0.9870 1.7199
C -1.2959 2.2379 2.3113
C -1.0300 2.4327 3.6571
C -0.7898 1.3154 4.4862
N -0.5882 1.5044 5.8493
C 0.2496 2.5967 6.3332
C -1.0995 0.6214 6.8224
C -0.2423 -0.2924 7.4735
C -0.7282 -1.0455 8.5394
C -2.0250 -0.8447 9.0217
C -2.8667 0.0791 8.3926
C -2.4238 0.8149 7.3011
C -0.6519 0.0306 3.9206
C -0.6146 -0.0886 2.5398
C 0.8935 -0.3567 -0.1801
C 1.6286 -1.2993 -0.8870
H 3.4508 -1.9634 -2.7350
H 3.6031 -3.2823 -1.5486
H 3.5973 -3.6565 -3.2981
H 2.6183 -5.0594 -0.9928
H 1.8130 -7.4052 -0.9739
H 0.1213 -8.1638 -2.6457
H -1.0009 -6.4868 -4.1135
H -0.3090 -4.0790 -4.0438
H -0.8248 -2.5310 -2.9197
H -2.0713 -0.6512 -1.8428
H -2.3517 0.8397 -0.0278
H -1.6516 3.0677 1.7066
H -1.0831 3.4096 4.1236
H -0.0697 2.8956 7.3368
H 1.2971 2.2853 6.3773
H 0.1590 3.4440 5.6640
H 0.7880 -0.4177 7.1105
H -0.0880 -1.7895 9.0054
H -2.3694 -1.3977 9.8934
H -3.8766 0.2323 8.7617
H -3.0718 1.5477 6.7890
H -0.5236 -0.8345 4.5741
H -0.2986 -1.0363 2.0896
H 1.3661 0.2361 0.6125
H 2.6844 -1.4388 -0.6798
*
```

HOMO energy in eV: -7.45
LUMO in eV: -0.5
Energy in eV: -62433.603

# 2
ORCA calculation (the ωB97M-V functional and the def2-TZVPD basis) on C33H37ClDyO2Si2 as an isolated structure at a distorted geometry.

ORCA input file:
```
! RIJCOSX wB97M-V def2-TZVPD def2/J DEFGRID3
* xyz 1 6
C -1.9354 0.2934 5.1719
C -0.6301 0.6000 4.6728
C -0.7637 1.6608 3.7321
H 0.2824 0.1201 4.9816
C -2.1238 2.0147 3.6493
C -2.8551 1.1869 4.5443
H -3.8848 1.3483 4.8511
H -2.1652 -0.3684 6.0028
H 0.0443 2.1020 3.1595
H -2.5446 2.8129 3.0511
Dy -1.9985 -0.4382 2.7983
Si 1.9286 1.4382 -2.0604
C 2.7841 0.2072 -3.2516
C 2.1581 -0.3239 -4.3871
H 1.1987 0.0809 -4.7214
C 2.7633 -1.3939 -5.0727
H 2.2714 -1.8078 -5.9556
C 3.9526 -1.9403 -4.5718
H 4.3767 -2.8393 -5.0384
C 4.5961 -1.3714 -3.4581
H 5.5240 -1.8008 -3.0704
C 4.0345 -0.2708 -2.8170
H 4.5307 0.2427 -1.9900
C 1.2840 2.5772 -3.3692
C 2.2653 2.9479 -4.3166
H 3.3028 2.6117 -4.1466
C 1.8854 3.6687 -5.4603
H 2.6494 3.9373 -6.1992
C 0.5281 4.0065 -5.6407
H 0.2384 4.5473 -6.5572
C -0.4488 3.6445 -4.6874
H -1.5115 3.8789 -4.8524
C -0.0601 2.9655 -3.5211
H -0.7843 2.6893 -2.7588
H 3.1450 1.9159 -1.3839
Si -0.2686 -0.7041 -2.0550
C -0.4102 0.9783 -1.0637
C 0.5512 1.7194 -0.2499
H 1.5539 1.3519 0.0939
C 0.2492 2.9854 0.2914
H 1.0520 3.6104 0.6626
C -1.0499 3.4691 0.3286
H -1.2880 4.4416 0.7922
C -2.0179 2.6791 -0.2775
H -3.0503 2.9498 -0.1471
C -1.6943 1.5860 -1.1265
H -2.4436 1.1899 -1.8593
C 0.9369 -1.4436 -0.7859
C 1.1569 -0.9774 0.5196
H 0.6039 -0.1174 0.9164
C 2.1827 -1.4794 1.3214
H 2.3144 -1.0432 2.3112
C 3.0293 -2.4841 0.8452
H 3.8760 -2.8319 1.4567
C 2.7831 -2.9936 -0.4366
H 3.4761 -3.7415 -0.8189
C 1.7213 -2.5319 -1.2225
H 1.5186 -2.9821 -2.1979
H -1.4101 -1.5668 -1.7181
Cl -3.4350 0.3533 0.8285
C -0.0468 -2.9775 3.0897
O -1.4486 -2.6805 3.2923
C -2.3341 -3.8137 3.6239
C -3.7554 -3.2352 3.7877
O -3.7117 -1.8187 3.3833
C -4.9312 -1.0597 3.5991
H 0.1067 -3.2130 1.9953
H 0.5589 -2.0901 3.4410
H 0.1559 -3.8631 3.7368
H -2.3215 -4.5775 2.7892
H -2.0157 -4.2735 4.5995
H -4.4612 -3.7909 3.1462
H -4.0974 -3.3354 4.8287
H -5.8174 -1.7200 3.4884
H -4.9343 -0.6447 4.6294
H -4.9216 -0.2673 2.8339
*
```

HOMO energy (spin up / spin down) in eV: -8.42 / -8.42
LUMO (spin up / spin down) in eV: -3.1 / -3.1
Relative energy (zero: lowest compared OMol25 entry of this formula, charge and spin) in kJ/mol: 0.0
Energy in eV: -91267.967

# 3
ORCA calculation (the ωB97M-V functional and the def2-TZVPD basis) on C33H37ClFeO2Si2 as an isolated structure at a distorted geometry.

ORCA input file:
```
! RIJCOSX wB97M-V def2-TZVPD def2/J DEFGRID3
* xyz 1 6
C 3.7995 -1.1014 0.4369
C 3.7192 0.1401 -0.2753
C 3.9513 1.2081 0.6541
H 3.5665 0.2311 -1.3489
C 4.2111 0.6293 1.9425
C 4.0945 -0.8005 1.8104
H 4.2799 -1.5353 2.5854
H 3.7059 -2.0945 0.0047
H 4.0273 2.2651 0.3995
H 4.5438 1.1644 2.8261
Fe 2.3348 0.1714 1.2984
Si -1.4154 2.5240 0.9353
C -2.7298 2.2798 -0.3898
C -3.8831 1.5231 -0.1464
H -4.0483 1.0737 0.8386
C -4.8304 1.3460 -1.1595
H -5.7175 0.7483 -0.9596
C -4.6297 1.9050 -2.4201
H -5.3474 1.7324 -3.2190
C -3.4733 2.6460 -2.6702
H -3.2905 3.0591 -3.6621
C -2.5197 2.8280 -1.6653
H -1.6122 3.4094 -1.8646
C -2.4237 2.8524 2.5151
C -2.7533 4.2125 2.7184
H -2.3247 4.9658 2.0457
C -3.6498 4.5834 3.7257
H -3.8978 5.6393 3.8506
C -4.2288 3.6107 4.5459
H -4.9322 3.9071 5.3203
C -3.8834 2.2682 4.3756
H -4.3162 1.5052 5.0198
C -2.9875 1.8876 3.3681
H -2.7566 0.8250 3.2533
H -0.6453 3.7222 0.5626
Si -1.1208 -1.3753 -0.1066
C -0.8053 -0.0275 1.1520
C -0.1514 1.2126 0.6574
H -0.0471 1.3408 -0.4306
C 1.0560 1.6644 1.4079
H 1.5358 2.5926 1.0953
C 1.1842 1.2230 2.7751
H 1.9039 1.7529 3.4042
C 0.2036 0.3821 3.3402
H 0.1741 0.2887 4.4295
C -0.7204 -0.2812 2.5342
H -1.4028 -1.0201 2.9850
C -0.9838 -0.7430 -1.8713
C 0.2268 -0.2451 -2.3891
H 1.1279 -0.2462 -1.7694
C 0.3255 0.2237 -3.7032
H 1.2850 0.5915 -4.0667
C -0.7907 0.2104 -4.5405
H -0.7254 0.5890 -5.5613
C -1.9934 -0.3224 -4.0612
H -2.8775 -0.3508 -4.7098
C -2.0849 -0.8075 -2.7487
H -3.0272 -1.2492 -2.3978
H -2.0801 -2.3689 0.1468
Cl 0.9588 -1.9905 0.3486
C 3.9286 -2.9467 -3.0114
O 2.6590 -2.6836 -2.4136
C 1.8831 -3.8588 -2.2027
C 2.4098 -4.8240 -1.1376
O 3.3671 -4.1787 -0.3063
C 3.6321 -4.8979 0.9010
H 4.4705 -1.9953 -3.0064
H 4.4884 -3.6964 -2.4306
H 3.8042 -3.3003 -4.0492
H 0.9026 -3.4910 -1.8709
H 1.7793 -4.4192 -3.1475
H 1.5520 -5.1706 -0.5371
H 2.8921 -5.6830 -1.6321
H 2.7072 -5.2919 1.3554
H 4.3191 -5.7393 0.7128
H 4.0970 -4.1990 1.6040
*
```

HOMO energy (spin up / spin down) in eV: -9.72 / -11.33
LUMO (spin up / spin down) in eV: -2.8 / -4.3
Relative energy (zero: lowest compared OMol25 entry of this formula, charge and spin) in kJ/mol: 103.1
Energy in eV: -101572.381

# 4
ORCA calculation (the ωB97M-V functional and the def2-TZVPD basis) on C33H37ClFeO2Si2 as an isolated structure at a distorted geometry.

ORCA input file:
```
! RIJCOSX wB97M-V def2-TZVPD def2/J DEFGRID3
* xyz 1 6
C -1.0052 -1.5982 2.5441
C -2.2640 -1.0430 2.1008
C -3.2326 -2.1212 2.0500
H -2.4650 0.0113 1.9363
C -2.5610 -3.3455 2.4421
C -1.1809 -3.0197 2.7383
H -0.4239 -3.6997 3.1238
H -0.1123 -1.0239 2.7829
H -4.2901 -2.0095 1.8306
H -3.0298 -4.3178 2.5707
Fe -1.6688 -2.5055 0.8151
Si -1.0484 -1.1751 -2.5590
C -0.5368 0.5261 -3.1570
C 0.7457 0.7551 -3.6607
H 1.5171 -0.0172 -3.5867
C 1.0517 1.9751 -4.2701
H 2.0553 2.1423 -4.6612
C 0.0761 2.9701 -4.3629
H 0.3110 3.9166 -4.8481
C -1.1896 2.7588 -3.8127
H -1.9401 3.5498 -3.8471
C -1.4926 1.5485 -3.1874
H -2.4740 1.3878 -2.7332
C -0.2054 -2.3371 -3.7545
C -1.0271 -2.8684 -4.7613
H -2.1001 -2.6601 -4.7385
C -0.4754 -3.6258 -5.7973
H -1.1223 -4.0192 -6.5814
C 0.9013 -3.8668 -5.8336
H 1.3326 -4.4545 -6.6455
C 1.7236 -3.3337 -4.8379
H 2.7993 -3.5065 -4.8635
C 1.1794 -2.5576 -3.8052
H 1.8504 -2.1190 -3.0603
H -2.5154 -1.2266 -2.7666
Si 2.0313 0.8127 0.2110
C 1.0916 -0.7092 -0.2349
C -0.2611 -0.5780 -0.5885
H -0.7956 0.3491 -0.3756
C -1.0511 -1.7618 -0.8803
H -2.1948 -1.7317 -0.6506
C -0.4008 -3.1362 -0.5761
H -0.8831 -4.0133 -1.0276
C 0.9826 -3.1478 -0.3074
H 1.4839 -4.1069 -0.1870
C 1.7067 -1.9677 -0.1747
H 2.7828 -2.0216 -0.0030
C 0.8770 2.2726 0.0889
C -0.2989 2.3664 0.8502
H -0.4824 1.6700 1.6703
C -1.2545 3.3447 0.5537
H -2.2046 3.3462 1.0891
C -0.9791 4.3175 -0.4140
H -1.7133 5.0949 -0.6435
C 0.2532 4.3033 -1.0764
H 0.4860 5.0782 -1.8098
C 1.1689 3.2769 -0.8420
H 2.1076 3.2362 -1.3982
H 3.1119 0.8848 -0.6923
Cl 2.5532 0.5152 2.1926
C -1.0943 2.3376 5.0436
O -0.1514 2.3791 3.9716
C 1.1572 2.7426 4.3882
C 1.9075 1.6661 5.1800
O 1.1773 0.4436 5.1269
C 1.8767 -0.6453 5.7295
H -2.0033 1.9047 4.6167
H -0.7364 1.7195 5.8816
H -1.3036 3.3591 5.4083
H 1.7146 2.9403 3.4638
H 1.1128 3.6550 5.0094
H 2.9040 1.5321 4.7255
H 2.0005 2.0126 6.2278
H 2.7644 -0.9353 5.1388
H 2.1983 -0.4097 6.7634
H 1.1758 -1.4869 5.7479
*
```

HOMO energy (spin up / spin down) in eV: -9.69 / -11.47
LUMO (spin up / spin down) in eV: -3.5 / -5.0
Relative energy (zero: lowest compared OMol25 entry of this formula, charge and spin) in kJ/mol: 292.1
Energy in eV: -101570.423

Q: Which formula does entry 2 have?
A: C33H37ClDyO2Si2

Q: energy of number 2 (C33H37ClDyO2Si2)?
A: -91267.967 eV

Q: Number 3 is which compound?
A: C33H37ClFeO2Si2

Q: Among the records above, which one has the highest energy?
A: C33H36N4S2